[1]
One molecule with the formula C21H30N2O3 at a distorted geometry, computed with the ωB97M-V functional and the def2-TZVPD basis.

XYZ file:
```
56
Properties=species:S:1:pos:R:3:nbo_charge:R:1
C 2.182 3.754 -0.393 -0.64
C 1.004 2.789 -0.484 -0.06
O 1.272 1.523 0.097 -0.56
C 1.280 1.502 1.483 0.36
C 2.489 1.629 2.159 -0.27
C 2.526 1.576 3.539 -0.21
C 1.355 1.398 4.256 -0.22
C 0.154 1.259 3.586 -0.18
C 0.097 1.305 2.199 -0.10
C -1.215 1.099 1.494 -0.26
N -1.792 -0.204 1.818 -0.44
C -3.012 -0.472 1.083 -0.22
C -2.767 -0.743 -0.404 -0.24
N -1.805 -1.819 -0.613 -0.47
C -0.560 -1.601 0.141 -0.08
C -0.900 -1.329 1.616 -0.23
H 0.026 -1.153 2.167 0.21
H -1.402 -2.198 2.047 0.20
C 0.403 -2.794 0.035 -0.44
H 0.733 -2.903 -0.999 0.21
H 1.285 -2.559 0.633 0.22
C -0.170 -4.127 0.528 -0.06
O -1.334 -4.530 -0.145 -0.74
H -1.922 -3.757 -0.177 0.49
H 0.567 -4.920 0.360 0.18
H -0.358 -4.072 1.611 0.15
H -0.020 -0.719 -0.242 0.20
C -1.584 -2.020 -2.052 -0.28
C -0.844 -0.902 -2.715 0.26
C -1.275 0.237 -3.329 -0.30
C -0.112 0.974 -3.668 -0.34
C 0.949 0.237 -3.232 0.30
O 0.510 -0.902 -2.658 -0.42
C 2.413 0.495 -3.249 -0.66
H 2.623 1.393 -3.822 0.23
H 2.942 -0.348 -3.690 0.23
H 2.774 0.625 -2.229 0.23
H -0.075 1.920 -4.170 0.22
H -2.291 0.513 -3.529 0.23
H -2.567 -2.125 -2.517 0.22
H -1.038 -2.955 -2.188 0.23
H -3.709 -1.047 -0.871 0.20
H -2.438 0.188 -0.895 0.18
H -3.693 0.376 1.191 0.20
H -3.478 -1.350 1.540 0.20
H -1.065 1.233 0.414 0.19
H -1.937 1.851 1.835 0.21
H -0.763 1.095 4.131 0.22
H 1.380 1.360 5.334 0.21
H 3.471 1.674 4.054 0.21
H 3.395 1.756 1.586 0.22
H 0.121 3.243 -0.014 0.17
H 0.775 2.568 -1.531 0.20
H 1.941 4.669 -0.926 0.22
H 2.394 3.999 0.646 0.21
H 3.068 3.309 -0.838 0.21
```

Its charge is 0. As for the total energy: -31385.743 eV. For the largest force on an atom, the calculation gives 0.0198 hartree/bohr.

***

[2]
One molecule with the formula C21H30N2O3S2 at a distorted geometry, computed with the ωB97M-V functional and the def2-TZVPD basis.

XYZ file:
```
58
Properties=species:S:1:pos:R:3:nbo_charge:R:1
C -5.308 -0.853 -0.787 -0.60
C -4.952 0.415 -0.021 -0.40
C -4.169 1.396 -0.887 -0.41
C -3.724 2.618 -0.095 -0.51
H -3.276 3.375 -0.737 0.22
H -4.571 3.056 0.432 0.22
S -2.488 2.215 1.193 0.16
C -0.939 2.725 0.386 -0.52
C -0.562 1.865 -0.809 -0.42
H -0.580 0.812 -0.516 0.21
C 0.832 2.230 -1.328 -0.23
N 1.855 1.906 -0.369 -0.61
C 2.649 2.827 0.207 0.67
O 2.559 4.022 0.018 -0.63
C 3.677 2.203 1.125 -0.72
H 4.144 2.959 1.751 0.25
H 3.225 1.411 1.718 0.26
S 5.045 1.466 0.088 1.25
O 4.435 1.002 -1.157 -0.98
C 5.212 -0.108 1.128 -0.61
C 4.079 -0.970 0.765 0.03
C 4.025 -1.963 -0.178 0.30
O 2.738 -2.376 -0.260 -0.40
C 2.051 -1.610 0.611 0.47
N 2.813 -0.758 1.241 -0.49
C 0.620 -1.744 0.763 -0.04
C -0.059 -0.924 1.666 -0.22
C -1.425 -1.054 1.811 -0.18
C -2.120 -1.990 1.060 -0.21
C -1.461 -2.807 0.149 0.00
C -0.087 -2.677 0.007 -0.21
H 0.445 -3.304 -0.693 0.22
C -2.206 -3.818 -0.668 -0.63
H -2.067 -3.625 -1.732 0.22
H -1.833 -4.820 -0.462 0.22
H -3.270 -3.792 -0.446 0.22
H -3.188 -2.088 1.185 0.21
H -1.954 -0.418 2.503 0.23
H 0.498 -0.202 2.241 0.23
C 5.056 -2.576 -1.048 -0.67
H 5.931 -2.856 -0.464 0.23
H 4.646 -3.458 -1.531 0.24
H 5.364 -1.863 -1.812 0.25
H 5.213 0.187 2.172 0.24
H 6.160 -0.562 0.850 0.24
H 2.023 0.930 -0.179 0.41
H 0.901 3.306 -1.510 0.23
H 1.029 1.697 -2.264 0.20
H -1.280 2.011 -1.618 0.20
H -1.033 3.775 0.106 0.22
H -0.185 2.640 1.168 0.23
H -4.791 1.729 -1.722 0.20
H -3.296 0.886 -1.299 0.20
H -5.865 0.896 0.337 0.19
H -4.345 0.164 0.851 0.20
H -5.928 -0.618 -1.649 0.20
H -4.406 -1.348 -1.140 0.20
H -5.857 -1.543 -0.150 0.21
```

Its charge is 0. As for the total energy: -53057.653 eV. For the largest force on an atom, the calculation gives 0.0296 hartree/bohr.

***

[3]
One molecule with the formula C21H30N2O6S at a distorted geometry, computed with the ωB97M-V functional and the def2-TZVPD basis.

XYZ file:
```
60
Properties=species:S:1:pos:R:3:nbo_charge:R:1
C -5.414 -5.595 -0.450 -0.60
H -6.355 -5.682 0.089 0.21
H -4.613 -5.927 0.207 0.20
H -5.458 -6.258 -1.308 0.21
C -5.189 -4.144 -0.876 -0.21
C -5.359 -3.223 0.334 -0.39
C -5.177 -1.760 -0.052 -0.40
C -3.798 -1.552 -0.662 -0.39
C -3.614 -2.461 -1.880 -0.06
N -2.296 -2.252 -2.447 -0.62
C -2.081 -1.511 -3.543 0.65
O -2.947 -1.001 -4.219 -0.62
C -0.587 -1.373 -3.902 -0.16
H -0.504 -0.861 -4.862 0.22
H -0.126 -2.365 -3.951 0.21
O 0.122 -0.560 -2.969 -0.49
C 0.607 -1.136 -1.873 0.78
O 0.437 -2.302 -1.590 -0.62
C 1.395 -0.194 -1.036 -0.08
C 2.211 -0.728 -0.040 -0.17
C 2.972 0.114 0.750 -0.20
C 2.896 1.479 0.546 -0.30
C 2.084 2.023 -0.432 -0.19
C 1.332 1.184 -1.235 -0.18
H 0.697 1.583 -2.010 0.24
H 2.070 3.094 -0.557 0.24
S 3.848 2.595 1.577 2.32
O 4.806 1.834 2.329 -0.94
O 4.310 3.690 0.781 -0.93
N 2.622 3.179 2.577 -0.67
C 2.903 4.486 3.147 -0.27
H 3.172 5.151 2.328 0.24
C 1.649 4.968 3.876 -0.07
O 1.267 4.055 4.879 -0.52
C 1.013 2.782 4.338 -0.07
C 2.239 2.231 3.603 -0.27
H 1.998 1.283 3.120 0.22
H 3.064 2.073 4.311 0.20
H 0.749 2.139 5.179 0.20
H 0.169 2.835 3.633 0.17
H 1.837 5.916 4.381 0.20
H 0.831 5.090 3.150 0.17
H 3.740 4.427 3.857 0.19
H 3.634 -0.263 1.514 0.25
H 2.241 -1.799 0.090 0.24
H -1.506 -2.627 -1.936 0.43
H -4.331 -2.179 -2.658 0.23
C -3.804 -3.941 -1.512 -0.21
C -3.613 -4.813 -2.752 -0.61
H -2.677 -4.567 -3.248 0.21
H -4.424 -4.648 -3.458 0.21
H -3.587 -5.866 -2.488 0.21
H -3.039 -4.207 -0.772 0.19
H -3.671 -0.512 -0.971 0.21
H -3.027 -1.784 0.078 0.19
H -5.296 -1.123 0.827 0.21
H -5.941 -1.476 -0.778 0.20
H -6.352 -3.369 0.764 0.21
H -4.624 -3.492 1.097 0.19
H -5.947 -3.878 -1.621 0.20
```

Its charge is 0. As for the total energy: -48365.116 eV. For the largest force on an atom, the calculation gives 0.0199 hartree/bohr.

***

[4]
One molecule with the formula C21H30N4O4, computed with the ωB97M-V functional and the def2-TZVPD basis.

XYZ file:
```
59
Properties=species:S:1:pos:R:3:nbo_charge:R:1
C 4.676 3.162 1.245 -0.25
H 5.632 3.007 1.755 0.18
O 3.960 1.960 1.110 -0.52
C 4.537 0.923 0.428 0.38
C 5.774 1.009 -0.199 -0.33
C 6.300 -0.086 -0.864 -0.18
C 5.606 -1.279 -0.894 -0.24
C 4.375 -1.367 -0.264 -0.18
C 3.815 -0.282 0.392 -0.12
C 2.444 -0.370 1.023 -0.25
N 1.335 -0.136 0.102 -0.44
C 1.387 1.171 -0.518 -0.24
C -0.014 1.525 -0.991 -0.21
N -0.537 0.448 -1.793 -0.61
C -0.115 -0.818 -1.765 0.69
O -0.681 -1.691 -2.411 -0.68
C 1.119 -1.149 -0.913 -0.14
H 1.973 -1.197 -1.623 0.20
C 0.914 -2.565 -0.343 -0.49
C -0.243 -2.622 0.644 0.68
O -0.101 -2.508 1.846 -0.64
N -1.434 -2.864 0.057 -0.63
H -1.487 -2.834 -0.954 0.43
C -2.671 -2.924 0.793 -0.23
H -3.139 -3.902 0.632 0.19
C -3.650 -1.826 0.378 -0.41
H -3.845 -1.896 -0.694 0.21
H -4.592 -1.981 0.908 0.20
C -3.099 -0.432 0.691 -0.23
N -4.058 0.605 0.399 -0.42
C -4.055 1.366 -0.710 0.70
O -3.250 1.300 -1.618 -0.67
C -5.213 2.347 -0.608 -0.50
H -5.719 2.452 -1.565 0.24
C -6.094 1.763 0.494 -0.41
H -6.594 2.527 1.086 0.22
H -6.854 1.113 0.059 0.21
C -5.115 0.934 1.331 -0.20
H -5.571 0.029 1.735 0.20
H -4.706 1.516 2.168 0.18
H -4.805 3.321 -0.331 0.23
H -2.816 -0.367 1.746 0.20
H -2.213 -0.250 0.080 0.24
H -2.411 -2.827 1.851 0.23
H 1.812 -2.906 0.168 0.22
H 0.711 -3.226 -1.185 0.25
H -1.441 0.619 -2.227 0.45
H -0.006 2.439 -1.592 0.20
H -0.663 1.690 -0.122 0.19
H 1.722 1.900 0.219 0.23
H 2.086 1.196 -1.374 0.17
H 2.360 0.392 1.801 0.22
H 2.292 -1.342 1.490 0.23
H 3.847 -2.308 -0.272 0.21
H 6.017 -2.139 -1.401 0.21
H 7.260 0.001 -1.351 0.21
H 6.339 1.928 -0.179 0.22
H 4.047 3.811 1.854 0.20
H 4.852 3.640 0.276 0.18
```

Its charge is 0. As for the total energy: -36416.189 eV. For the largest force on an atom, the calculation gives 0.0104 hartree/bohr.

***

[5]
One molecule with the formula C21H30N4O4S, computed with the ωB97M-V functional and the def2-TZVPD basis.

XYZ file:
```
60
Properties=species:S:1:pos:R:3:nbo_charge:R:1
C -7.368 -1.237 0.704 -0.64
H -6.430 -1.734 0.471 0.21
H -7.934 -1.126 -0.217 0.22
H -7.934 -1.855 1.395 0.21
C -7.120 0.136 1.325 -0.06
H -6.581 0.043 2.276 0.17
O -6.446 1.016 0.450 -0.49
C -5.107 0.882 0.248 0.30
C -4.269 -0.012 0.905 -0.31
C -2.915 -0.030 0.618 -0.17
C -2.370 0.824 -0.330 0.10
C -3.208 1.723 -0.986 -0.18
C -4.553 1.750 -0.697 -0.24
H -5.210 2.445 -1.195 0.23
H -2.797 2.403 -1.713 0.24
N -0.993 0.756 -0.620 -0.67
C -0.219 1.845 -0.846 0.68
O -0.612 2.990 -0.809 -0.61
C 1.244 1.520 -1.147 -0.50
H 1.352 0.535 -1.595 0.22
H 1.601 2.278 -1.849 0.27
C 2.127 1.639 0.104 -0.13
N 2.221 0.451 0.923 -0.43
C 3.511 0.093 1.112 0.30
S 4.059 -1.108 2.082 -0.20
N 4.314 0.916 0.352 -0.46
C 3.584 1.870 -0.300 0.70
O 4.015 2.704 -1.051 -0.57
C 5.746 0.759 0.224 -0.22
C 6.093 -0.308 -0.807 -0.62
H 5.686 -0.041 -1.779 0.21
H 7.172 -0.397 -0.891 0.22
H 5.688 -1.271 -0.502 0.22
H 6.144 1.730 -0.078 0.23
H 6.142 0.482 1.205 0.23
C 1.144 -0.082 1.722 -0.23
H 0.273 0.556 1.574 0.22
H 1.438 -0.039 2.779 0.22
C 0.796 -1.549 1.423 -0.24
N 0.324 -1.781 0.058 -0.48
C -0.651 -2.868 -0.010 -0.25
C -1.165 -2.990 -1.444 -0.08
H -1.868 -3.821 -1.528 0.20
O -0.117 -3.268 -2.341 -0.52
C 0.869 -2.268 -2.272 -0.08
C 1.417 -2.123 -0.850 -0.26
H 2.180 -1.345 -0.823 0.21
H 1.887 -3.073 -0.550 0.19
H 1.663 -2.571 -2.957 0.20
H 0.445 -1.309 -2.608 0.16
H -1.672 -2.056 -1.731 0.17
H -1.489 -2.654 0.655 0.21
H -0.196 -3.824 0.292 0.18
H 1.668 -2.174 1.650 0.22
H 0.000 -1.824 2.118 0.21
H 1.778 2.500 0.693 0.24
H -0.542 -0.155 -0.472 0.44
H -2.272 -0.714 1.151 0.19
H -4.646 -0.693 1.651 0.21
H -8.076 0.630 1.521 0.19
```

Its charge is 0. As for the total energy: -47250.825 eV. For the largest force on an atom, the calculation gives 0.0120 hartree/bohr.

***

[6]
A 6-piece molecular cluster, C21H30O18 overall at a distorted geometry, computed with the ωB97M-V functional and the def2-TZVPD basis.

XYZ file:
```
69
Properties=species:S:1:pos:R:3:nbo_charge:R:1
C -4.932 4.103 1.738 -0.10
C -3.884 3.045 2.053 -0.10
O -3.723 2.415 0.785 -0.48
C -4.075 3.259 -0.180 0.98
O -3.820 3.045 -1.328 -0.58
O -4.892 4.227 0.333 -0.49
H -4.773 5.048 2.258 0.19
H -5.880 3.730 2.139 0.19
H -4.136 2.331 2.833 0.21
H -2.904 3.434 2.351 0.18
C -0.948 7.687 0.205 -0.10
C -2.256 7.007 0.590 -0.10
O -1.962 5.639 0.553 -0.49
C -0.669 5.425 0.244 0.98
O -0.210 4.339 0.155 -0.58
O -0.011 6.615 0.178 -0.48
H -0.686 8.486 0.896 0.20
H -0.992 8.200 -0.760 0.19
H -3.137 7.190 -0.029 0.20
H -2.548 7.414 1.565 0.18
C -3.250 -1.283 -3.054 -0.10
C -4.746 -1.594 -3.012 -0.11
O -4.988 -1.856 -1.624 -0.48
C -3.903 -1.513 -0.898 0.97
O -3.892 -1.575 0.293 -0.57
O -2.911 -1.128 -1.683 -0.49
H -3.098 -0.320 -3.542 0.20
H -2.624 -2.065 -3.478 0.20
H -4.937 -2.537 -3.536 0.19
H -5.420 -0.920 -3.539 0.20
C 2.071 -4.701 0.208 -0.63
C 1.345 -4.640 1.552 0.08
C 1.596 -3.381 2.438 -0.10
O 0.253 -3.158 2.937 -0.50
C -0.649 -3.854 2.246 0.97
O -1.831 -3.753 2.343 -0.58
O -0.048 -4.690 1.378 -0.49
H 1.675 -5.513 -0.394 0.23
H 3.123 -4.886 0.451 0.22
H 2.109 -3.737 -0.302 0.23
H 1.677 -5.502 2.138 0.17
H 2.047 -2.508 1.984 0.22
H 2.237 -3.806 3.208 0.19
C 5.190 -3.389 -2.421 -0.64
C 6.239 -3.310 -1.334 0.07
C 6.076 -2.136 -0.312 -0.10
O 5.790 -2.792 0.908 -0.50
C 5.901 -4.129 0.795 0.98
O 5.939 -4.876 1.718 -0.58
O 6.055 -4.449 -0.501 -0.50
H 5.237 -4.318 -3.003 0.22
H 5.235 -2.587 -3.154 0.22
H 4.206 -3.567 -1.976 0.23
H 7.215 -3.140 -1.793 0.18
H 5.212 -1.563 -0.638 0.22
H 7.010 -1.594 -0.203 0.18
C -0.805 1.409 -0.890 -0.63
C 0.523 1.215 -0.169 0.06
C 0.377 0.295 1.064 -0.10
O 1.383 -0.720 0.893 -0.50
C 2.027 -0.520 -0.258 0.99
O 2.842 -1.266 -0.708 -0.62
O 1.455 0.491 -0.963 -0.49
H -1.257 0.436 -1.078 0.23
H -0.764 2.043 -1.767 0.23
H -1.449 1.810 -0.105 0.23
H 0.971 2.167 0.118 0.20
H -0.633 -0.104 1.135 0.21
H 0.625 0.874 1.952 0.19
```

Its charge is 0. As for the total energy: -59118.487 eV. For the largest force on an atom, the calculation gives 0.0430 hartree/bohr.

***

Highest occupied orbital energy, record by record: -8.19; -8.29; -9.59; -8.40; -8.12; -10.29 eV
ΔE to the lowest compared entry with this formula, charge and spin, record by record: 3.170; 1.868; 0.066; 0.511; 1.840; 1.375 eV